Computed, not measured: C22H24F4N5Tl as an isolated structure at a distorted geometry, with ωB97M-V/def2-TZVPD.

```
56
C22H24F4N5Tl (ωB97M-V/def2-TZVPD)
Tl -0.166 0.543 0.120
C -1.012 -0.018 -3.261
C 0.453 0.403 -3.306
N 1.300 -0.254 -2.323
C 1.274 -1.703 -2.309
C 1.736 -2.364 -3.614
C 2.599 0.382 -2.170
C 3.442 -0.136 -0.992
N 2.762 -0.039 0.247
C 3.316 -0.343 1.402
C 2.552 -0.116 2.594
F 1.306 0.388 2.456
C 3.035 -0.374 3.858
F 2.270 -0.103 4.904
C 4.307 -0.919 4.037
C 5.082 -1.182 2.911
F 6.284 -1.709 3.059
C 4.621 -0.904 1.632
F 5.387 -1.201 0.581
H -1.561 0.542 -4.013
H -1.468 0.200 -2.291
H -1.134 -1.074 -3.483
H 0.523 1.482 -3.142
H 0.837 0.205 -4.318
H 0.258 -2.025 -2.077
H 1.909 -2.039 -1.492
H 1.025 -2.200 -4.418
H 1.826 -3.436 -3.461
H 2.707 -1.982 -3.917
H 2.430 1.456 -2.050
H 3.203 0.246 -3.081
H 4.383 0.439 -0.990
H 3.751 -1.174 -1.178
H 4.681 -1.141 5.026
N -4.105 0.938 0.723
C -3.687 -0.340 1.010
C -4.703 -1.292 1.223
C -4.366 -2.568 1.611
C -3.019 -2.876 1.785
C -2.083 -1.906 1.476
N -2.397 -0.672 1.081
C -3.489 2.166 0.771
C -4.315 3.292 0.951
C -3.738 4.539 1.048
C -2.354 4.649 0.947
C -1.627 3.495 0.729
N -2.170 2.286 0.636
H -5.117 1.013 0.691
H -5.736 -1.009 1.108
H -5.136 -3.307 1.772
H -2.711 -3.851 2.124
H -1.024 -2.123 1.521
H -5.382 3.164 1.043
H -4.352 5.412 1.204
H -1.861 5.604 1.006
H -0.554 3.536 0.599
```

net charge	+2
HOMO (alpha / beta)	-13.04 / -13.04	eV
2S+1	1
energy	-46200.053	eV

Computed, not measured: a 2-piece molecular cluster, C22H24FNO5S2 overall at a distorted geometry, with ωB97M-V/def2-TZVPD.

```
55
C22H24FNO5S2 (ωB97M-V/def2-TZVPD)
C -4.033 -0.819 0.111
O -2.666 -0.396 -0.320
C -1.758 0.179 0.486
F -1.038 0.994 -0.298
S -0.538 -1.219 1.008
O -0.167 -1.929 -0.202
O 0.479 -0.498 1.757
C -1.388 -2.440 2.053
C -1.301 -2.243 3.429
C -2.003 -3.073 4.306
C -2.731 -4.155 3.787
C -2.744 -4.423 2.409
C -2.049 -3.566 1.532
S -2.103 1.451 1.910
O -3.454 1.931 1.648
O -1.804 0.813 3.175
C -0.885 2.811 1.670
C 0.065 3.049 2.665
C 1.066 4.018 2.503
C 1.174 4.711 1.298
C 0.268 4.423 0.271
C -0.800 3.537 0.478
H -4.192 -1.795 -0.341
H -4.117 -0.886 1.193
H -4.722 -0.055 -0.257
H -0.669 -1.442 3.810
H -1.993 -2.855 5.377
H -3.299 -4.795 4.455
H -3.305 -5.278 2.022
H -2.020 -3.798 0.472
H 0.041 2.444 3.568
H 1.792 4.196 3.296
H 1.974 5.449 1.151
H 0.407 4.891 -0.706
H -1.555 3.394 -0.289
C 4.775 -0.770 -4.636
C 3.583 -0.468 -3.772
C 2.276 -0.832 -4.148
C 1.184 -0.356 -3.389
C -0.255 -0.746 -3.553
N 1.410 0.487 -2.397
C 2.603 0.633 -1.858
C 2.662 1.246 -0.484
C 3.750 0.194 -2.546
H 4.456 -1.335 -5.521
H 5.288 0.152 -4.964
H 5.500 -1.370 -4.071
H 2.069 -1.518 -4.981
H -0.417 -1.461 -4.368
H -0.636 -1.178 -2.610
H -0.880 0.141 -3.711
H 3.716 1.385 -0.191
H 2.121 2.207 -0.442
H 2.153 0.613 0.274
H 4.713 0.350 -2.055
```

SMILES string	COC(F)(S(=O)(=O)c1ccccc1)S(=O)(=O)c1ccccc1.Cc1cc(C)nc(C)c1
net charge	0
HOMO	-8.51	eV
2S+1	1
energy	-59316.019	eV

Computed, not measured: a 2-piece molecular cluster, C22H24FNO5S2 overall at a distorted geometry, with ωB97M-V/def2-TZVPD.

```
55
C22H24FNO5S2 (ωB97M-V/def2-TZVPD)
C 1.389 -1.519 7.917
O 0.749 -1.469 6.582
C 0.114 -0.441 5.999
F -0.867 -0.941 5.214
S 1.391 0.372 4.831
O 1.893 -0.698 3.975
O 0.635 1.464 4.231
C 2.862 0.994 5.750
C 2.793 2.328 6.115
C 3.758 2.845 6.981
C 4.832 2.061 7.387
C 4.954 0.750 6.920
C 3.977 0.200 6.085
S -1.035 0.883 6.927
O -1.364 0.238 8.188
O -0.299 2.136 6.932
C -2.482 1.184 5.833
C -2.648 2.444 5.259
C -3.654 2.670 4.308
C -4.474 1.634 3.888
C -4.284 0.367 4.453
C -3.368 0.142 5.501
H 2.330 -2.083 7.790
H 1.599 -0.516 8.295
H 0.696 -2.038 8.591
H 1.984 2.932 5.723
H 3.644 3.865 7.327
H 5.591 2.458 8.061
H 5.820 0.154 7.207
H 4.086 -0.812 5.685
H -1.972 3.250 5.531
H -3.789 3.661 3.878
H -5.245 1.814 3.130
H -4.862 -0.462 4.056
H -3.324 -0.797 6.061
C 0.081 -3.165 -2.229
C -0.044 -2.736 -0.785
C 0.382 -3.564 0.275
C 0.022 -3.187 1.590
C 0.495 -3.812 2.876
N -0.816 -2.169 1.751
C -0.933 -1.198 0.854
C -1.413 0.129 1.358
C -0.601 -1.480 -0.498
H 0.578 -4.138 -2.298
H -0.894 -3.251 -2.739
H 0.664 -2.423 -2.791
H 1.009 -4.436 0.095
H 1.164 -4.665 2.745
H 1.010 -3.040 3.469
H -0.375 -4.094 3.487
H -1.645 0.809 0.536
H -2.279 -0.014 2.016
H -0.644 0.575 2.001
H -0.759 -0.709 -1.258
```

SMILES string	COC(F)(S(=O)(=O)c1ccccc1)S(=O)(=O)c1ccccc1.Cc1cc(C)nc(C)c1
net charge	0
HOMO	-8.44	eV
2S+1	1
energy	-59315.623	eV

Computed, not measured: one molecule with the formula C22H24N2O2, with ωB97M-V/def2-TZVPD.

```
50
C22H24N2O2 (ωB97M-V/def2-TZVPD)
O 2.460 -0.213 -0.389
C 2.073 -0.503 0.725
N 0.782 -0.347 1.134
C -0.279 0.089 0.328
C -0.247 1.160 -0.475
C 0.858 2.093 -0.662
C 1.082 2.631 -1.928
C 2.121 3.515 -2.146
C 2.939 3.898 -1.096
C 2.705 3.395 0.173
C 1.675 2.501 0.391
C -1.515 -0.713 0.617
O -1.794 -0.944 1.787
N -2.258 -1.179 -0.407
C -1.861 -1.198 -1.797
C -2.721 -0.310 -2.704
C -4.228 -0.506 -2.538
C -4.738 -0.010 -1.181
C -4.717 -1.068 -0.075
C -3.453 -1.934 -0.081
C 2.987 -1.023 1.784
C 4.300 -0.561 1.773
C 5.201 -0.992 2.729
C 4.802 -1.902 3.694
C 3.503 -2.382 3.697
C 2.595 -1.945 2.749
H 0.476 -0.766 2.004
H -1.126 1.368 -1.069
H 0.449 2.330 -2.752
H 2.294 3.908 -3.137
H 3.752 4.588 -1.265
H 3.332 3.701 0.999
H 1.491 2.128 1.388
H -1.939 -2.234 -2.149
H -0.815 -0.896 -1.875
H -2.492 0.741 -2.518
H -2.437 -0.528 -3.736
H -4.493 -1.555 -2.680
H -4.723 0.062 -3.329
H -5.764 0.346 -1.285
H -4.131 0.843 -0.871
H -4.800 -0.562 0.888
H -5.577 -1.732 -0.179
H -3.313 -2.371 0.911
H -3.551 -2.744 -0.808
H 4.591 0.141 1.006
H 6.215 -0.622 2.720
H 5.504 -2.243 4.441
H 3.195 -3.103 4.441
H 1.592 -2.350 2.754
```

SMILES string	O=C(N/C(=C\c1ccccc1)C(=O)N1CCCCCC1)c1ccccc1
net charge	0
HOMO	-8.34	eV
2S+1	1
energy	-30279.571	eV

Computed, not measured: one molecule with the formula C22H24N2OS at a distorted geometry, with ωB97M-V/def2-TZVPD.

```
50
C22H24N2OS (ωB97M-V/def2-TZVPD)
O -2.895 -3.020 -1.053
C -2.798 -1.770 -1.098
N -4.032 -1.088 -1.126
S -3.784 0.611 -1.185
C -2.066 0.539 -1.187
C -1.112 1.720 -1.349
C -0.863 2.257 -2.857
C 0.075 3.535 -2.834
N -0.239 4.530 -1.754
C -0.371 3.865 -0.495
C -1.463 2.809 -0.442
C -1.686 -0.837 -1.082
C -0.187 -1.239 -1.033
C 0.459 -0.920 0.291
C -0.244 -1.679 1.438
C -0.390 -3.052 1.418
C -0.843 -3.779 2.423
C -1.445 -3.150 3.508
C -1.348 -1.777 3.616
C -0.771 -1.022 2.582
C 2.000 -0.947 0.496
C 2.863 -1.724 -0.264
C 4.239 -1.612 -0.213
C 4.846 -0.944 0.904
C 4.003 -0.103 1.743
C 2.597 -0.144 1.496
H -4.955 -1.443 -0.937
H -0.130 1.418 -1.028
H -1.793 2.416 -3.390
H -0.426 1.469 -3.389
H 0.036 4.084 -3.822
H 1.176 3.142 -2.851
H 0.489 5.231 -1.768
H 0.588 3.331 -0.164
H -0.629 4.575 0.209
H -1.591 2.366 0.514
H -2.400 3.254 -0.727
H 0.082 -2.287 -1.205
H 0.260 -0.773 -1.906
H 0.220 0.075 0.346
H 0.038 -3.525 0.542
H -0.988 -4.856 2.335
H -1.848 -3.761 4.303
H -1.841 -1.381 4.429
H -0.618 0.050 2.642
H 2.422 -2.387 -1.020
H 4.950 -2.111 -0.860
H 5.950 -0.876 1.147
H 4.496 0.479 2.597
H 1.966 0.456 2.064
```

SMILES string	O=c1[nH]sc(C2CCNCC2)c1CC(c1ccccc1)c1ccccc1
net charge	0
HOMO	-8.22	eV
2S+1	1
energy	-39064.244	eV

Computed, not measured: one molecule with the formula C22H24N4O2S, with ωB97M-V/def2-TZVPD.

```
53
C22H24N4O2S (ωB97M-V/def2-TZVPD)
C -1.250 2.226 -3.407
N -0.126 1.552 -4.007
C 0.728 2.387 -4.822
C 0.287 0.302 -3.712
O 1.264 -0.209 -4.230
C -0.574 -0.513 -2.742
N -0.763 0.105 -1.457
C 0.128 0.843 -0.731
S 1.740 1.261 -1.291
C 2.481 -0.421 -1.244
C 1.745 -1.234 -0.189
O 0.937 -2.061 -0.576
N 1.971 -0.957 1.118
C 2.955 -0.006 1.604
C 2.253 1.183 2.252
C 1.505 0.690 3.482
C 0.811 -0.620 3.232
C -0.112 -1.065 4.170
C -0.753 -2.281 4.038
C -0.445 -3.093 2.962
C 0.472 -2.673 2.017
C 1.083 -1.427 2.123
N -0.313 1.203 0.440
C -1.554 0.640 0.552
C -2.452 0.651 1.613
C -3.629 -0.046 1.454
C -3.919 -0.739 0.276
C -3.039 -0.765 -0.786
C -1.850 -0.069 -0.635
H -0.955 2.764 -2.499
H -1.639 2.951 -4.123
H -2.049 1.531 -3.159
H 1.125 3.213 -4.228
H 0.165 2.786 -5.667
H 1.551 1.777 -5.187
H -0.080 -1.484 -2.607
H -1.557 -0.687 -3.191
H 2.323 -0.884 -2.220
H 3.547 -0.291 -1.078
H 3.600 0.330 0.797
H 3.574 -0.523 2.348
H 2.985 1.944 2.523
H 1.544 1.610 1.544
H 0.773 1.434 3.799
H 2.206 0.548 4.313
H -0.328 -0.433 5.020
H -1.476 -2.597 4.775
H -0.914 -4.059 2.854
H 0.707 -3.316 1.187
H -2.218 1.181 2.522
H -4.348 -0.066 2.259
H -4.853 -1.274 0.199
H -3.265 -1.319 -1.685
```

SMILES string	CN(C)C(=O)Cn1c(SCC(=O)N2CCCc3ccccc32)nc2ccccc21
net charge	0
HOMO	-8.35	eV
2S+1	1
energy	-44095.679	eV